Density functional theory data (wB97M-V/def2-TZVPD) for a cluster of 2 separate species, C10H16O in total.

Energy above the lowest of the compared OMol25 structures with the same formula, charge and spin: 283.1 kJ/mol
Orbital gap: 9.63 eV
Lowest unoccupied orbital energy: 0.80 eV

Structure (ORCA input):
```
! RIJCOSX wB97M-V def2-TZVPD def2/J DEFGRID3
* xyz 0 1
O 2.234 -2.757 -2.591
C -0.917 0.735 0.417
C -2.011 -0.161 0.749
C -2.410 2.422 0.733
C -1.144 2.084 0.376
C -3.339 0.235 1.046
C -3.500 1.607 1.048
C 3.110 -2.558 -1.403
C 0.527 0.306 0.146
C 3.386 -1.093 -1.173
C 1.318 0.617 1.406
H -4.067 -0.472 1.230
H 1.717 -3.537 -2.322
H 4.309 -0.871 -1.695
H 4.130 -2.987 -1.791
H 0.512 -0.752 -0.139
H -2.551 3.577 0.639
H 1.117 -0.042 2.299
H -4.579 1.927 1.226
H 3.688 -1.190 -0.122
H -1.773 -1.195 0.848
H 2.618 -3.060 -0.476
H 1.327 1.714 1.615
H 2.585 -0.321 -1.328
H 0.870 0.784 -0.719
H 2.366 0.585 1.251
H -0.254 2.735 0.148
*
```



Density functional theory data (wB97M-V/def2-TZVPD) for the molecule C12H25BrNO6PS.

Orbital gap: 9.26 eV
Lowest unoccupied orbital energy: 0.31 eV

Structure (ORCA input):
```
! RIJCOSX wB97M-V def2-TZVPD def2/J DEFGRID3
* xyz 0 1
Br -2.456 0.536 -3.497
S -1.444 2.863 -1.029
P -2.618 -0.513 -1.515
O -2.235 3.470 -2.117
O 4.155 -1.542 -1.791
O -1.023 3.953 -0.129
O -4.216 -0.295 -0.991
O -2.243 1.717 -0.121
O -0.253 1.824 -1.531
N 1.984 2.094 -0.181
C 0.855 1.415 0.478
C 3.289 -0.453 -1.441
C -1.913 -1.886 1.102
C -0.087 0.703 -0.573
C 2.023 3.545 0.174
C 1.928 -1.001 -0.870
C 0.667 -0.322 -1.509
C -1.313 0.175 2.426
C -1.566 0.412 -0.190
C -1.999 -0.314 1.120
C -0.542 -2.473 0.671
C -0.457 -3.949 1.242
H -0.404 -2.566 -0.416
H -0.017 -1.087 -1.916
H 1.230 0.705 1.243
H -2.760 -2.355 0.560
H 1.742 3.719 1.232
H -1.444 -4.437 1.118
H -1.332 1.285 2.495
H 0.244 -1.896 1.188
H -2.059 -2.194 2.161
H 3.088 3.842 0.086
H 3.839 0.163 -0.707
H 1.907 -2.063 -1.201
H -0.086 -3.980 2.277
H 1.032 0.247 -2.385
H -4.327 0.615 -0.676
H -3.081 -0.096 1.250
H 1.923 -1.039 0.232
H 1.409 4.106 -0.544
H -1.831 -0.186 3.335
H 0.222 -4.503 0.560
H 4.208 -2.149 -1.054
H -0.240 -0.099 2.482
H 2.807 1.722 0.283
H 3.144 0.123 -2.367
H 0.252 2.161 1.037
*
```



Density functional theory data (wB97M-V/def2-TZVPD) for the molecule C24H28N2O5.

Energy above the lowest of the compared OMol25 structures with the same formula, charge and spin: 382.8 kJ/mol
Orbital gap: 8.68 eV
Lowest unoccupied orbital energy: 0.55 eV

Structure (ORCA input):
```
! RIJCOSX wB97M-V def2-TZVPD def2/J DEFGRID3
* xyz 0 1
O -1.041 -0.680 0.524
O 2.232 -3.692 4.019
O -0.792 0.141 -1.633
O -3.531 3.735 -1.770
O 1.886 -1.128 -3.579
N -0.337 -0.946 -3.966
N 1.925 -1.982 2.564
C -2.063 -1.633 0.273
C 2.088 -3.316 2.880
C -0.092 2.807 -0.456
C -1.460 3.501 -0.487
C -1.069 0.459 -0.282
C 1.345 0.853 0.233
C 2.073 -4.262 1.703
C 1.736 -1.441 1.300
C 0.777 -0.775 -3.224
C 1.802 1.487 4.796
C -0.829 -0.515 -6.269
C 2.052 -0.922 4.852
C 1.903 -0.926 3.475
C 1.699 0.268 2.753
C -0.070 1.469 0.294
C -1.294 0.297 -7.014
C -0.297 -1.470 -5.314
C 1.653 1.486 3.424
C -2.196 3.291 -1.815
C 0.531 -0.126 -1.903
C 1.539 0.177 -1.086
C 1.996 0.300 5.498
C 1.589 -0.097 1.366
C -3.406 -1.252 0.887
H -4.106 -2.073 0.763
H -0.352 1.627 1.338
H 2.206 -5.274 2.076
H -3.539 4.674 -1.554
H -1.207 -0.574 -3.618
H 2.207 -1.838 5.396
H -1.687 0.996 -7.690
H -1.327 4.576 -0.338
H 2.538 -0.090 -1.391
H 0.255 2.650 -1.480
H 1.711 -2.058 0.426
H 1.770 2.421 5.336
H -1.647 3.799 -2.622
H 1.125 -4.196 1.174
H 0.755 -1.680 -5.537
H 1.510 2.409 2.882
H -0.872 -2.403 -5.374
H -2.251 2.230 -2.064
H 2.880 -4.025 1.013
H -2.166 -1.793 -0.808
H 2.109 0.334 6.571
H 2.077 1.667 0.323
H -3.823 -0.368 0.409
H -3.281 -1.049 1.948
H 0.629 3.463 0.035
H -2.087 3.136 0.329
H -2.082 0.885 -0.312
H -1.693 -2.554 0.731
*
```



Density functional theory data (wB97M-V/def2-TZVPD) for a structure of composition C41H42P2SSr.

Orbital gap: 5.50 eV
Lowest unoccupied orbital energy: -1.17 eV

Structure (ORCA input):
```
! RIJCOSX wB97M-V def2-TZVPD def2/J DEFGRID3
* xyz 0 1
Sr 0.475 2.123 -1.272
S 0.600 1.279 1.454
P -2.421 0.973 -8.875
P -5.072 2.301 -7.743
C -5.108 0.620 -8.419
C -7.072 1.804 -3.599
C -7.095 0.723 -4.488
C -2.069 -2.020 -1.781
C -1.782 -0.961 -12.520
C -0.885 -0.092 -13.146
C -7.564 3.312 -10.890
C -1.794 -2.987 1.257
C -0.520 1.102 -12.510
C 0.565 -2.821 0.268
C 1.806 -0.350 3.336
C -3.953 0.004 -8.784
C 0.020 -1.635 -5.936
C -1.361 3.243 -0.102
C -2.453 -1.308 -0.526
C -1.019 1.404 -11.246
C 0.231 -2.921 -1.023
C 2.905 -0.807 4.079
C -8.949 3.424 -8.911
C -6.368 2.969 -3.936
C -6.455 3.019 -10.095
C 1.909 0.777 2.462
C -2.211 -1.639 0.737
C -1.387 -0.061 -7.766
C 0.337 -1.689 -7.301
C -5.805 2.001 -6.089
C -1.876 0.502 -10.583
C -6.585 2.892 -8.699
C -0.994 -0.778 -5.480
C -8.821 3.501 -10.300
C -2.300 -0.652 -11.257
C -1.125 -3.225 -1.608
C 4.131 -0.115 4.027
C -0.269 -3.161 1.461
C -6.438 0.808 -5.720
C 3.145 1.473 2.456
C -0.353 -0.888 -8.217
C 4.226 1.037 3.224
C -1.702 0.004 -6.392
C -5.727 3.068 -5.168
C -7.833 3.144 -8.111
H -7.458 3.394 -11.972
H -7.627 -0.195 -4.228
H -1.630 -4.030 -1.062
H -0.099 -4.174 1.882
H -3.902 -1.071 -8.988
H -2.968 -2.379 -2.312
H 1.587 -2.516 0.516
H -9.691 3.711 -10.923
H 5.155 1.603 3.198
H 2.806 -1.697 4.708
H -5.480 2.859 -10.561
H -1.237 -0.728 -4.414
H -2.083 2.494 0.237
H 4.987 -0.464 4.610
H -2.084 -1.887 -13.008
H -7.594 1.737 -2.642
H 0.162 1.793 -13.004
H 1.007 -2.790 -1.795
H -0.105 -0.926 -9.280
H -2.516 0.652 -6.058
H -1.876 3.874 -0.844
H -1.579 -1.296 -2.452
H -7.953 3.100 -7.030
H -2.159 -3.795 0.615
H -0.477 -0.340 -14.125
H 0.838 -0.857 3.405
H -5.174 3.971 -5.436
H -6.094 0.157 -8.535
H -0.743 2.339 -10.755
H -6.434 -0.051 -6.392
H -9.921 3.583 -8.446
H -2.286 -3.094 2.241
H 0.559 -2.265 -5.221
H -2.365 -0.874 1.522
H 3.229 2.361 1.828
H 1.122 -2.361 -7.656
H -3.031 -1.322 -10.810
H 0.022 -2.442 2.237
H -2.977 -0.367 -0.744
H -0.924 -3.616 -2.622
H -6.324 3.806 -3.235
H -1.137 3.857 0.783
*
```



Density functional theory data (wB97M-V/def2-TZVPD) for a cluster of 2 separate species, H3INOP in total.

Energy above the lowest of the compared OMol25 structures with the same formula, charge and spin: 157.9 kJ/mol
Orbital gap (spin up / spin down): 5.50 / 4.94 eV
Lowest unoccupied orbital energy (spin up / spin down): -2.00 / -2.34 eV

Structure (ORCA input):
```
! RIJCOSX wB97M-V def2-TZVPD def2/J DEFGRID3
* xyz 0 1
I -3.491 0.354 0.026
P 0.299 -0.688 -0.722
O 0.212 -1.121 0.823
N 1.047 0.745 -0.449
H 1.097 1.119 0.486
H 1.278 1.379 -1.193
H -0.442 -1.789 1.028
*
```



Density functional theory data (wB97M-V/def2-TZVPD) for a structure of composition C40H52CsF5N8O4S2Sb2.

Energy above the lowest of the compared OMol25 structures with the same formula, charge and spin: 51.4 kJ/mol
Orbital gap: 5.81 eV
Lowest unoccupied orbital energy: 3.40 eV

Structure (ORCA input):
```
! RIJCOSX wB97M-V def2-TZVPD def2/J DEFGRID3
* xyz -2 1
Cs 0.286 -0.523 0.598
Sb -3.505 0.358 0.332
Sb -1.803 1.169 3.543
S -2.894 -2.639 2.363
S 4.504 -0.123 1.478
F -0.137 -3.872 2.081
F -3.049 -6.223 6.013
F 0.894 -5.898 3.468
F -0.528 -7.107 5.457
F -4.125 -4.208 4.638
O 5.336 -1.012 2.254
O 1.356 -1.193 -4.236
O -0.915 2.110 -0.080
O 3.810 0.928 2.188
N 0.140 -3.846 -4.195
N 7.945 2.758 -2.473
N -1.569 -4.828 -2.980
N 2.602 -2.458 -0.792
N 2.537 0.728 -4.088
N -1.282 -2.899 -0.985
N 3.418 -0.854 0.589
N 4.972 -2.251 -0.511
C -2.207 3.150 2.825
C 5.576 0.738 0.340
C 6.796 0.209 -0.043
C -2.338 -5.631 5.033
C -5.388 0.130 1.444
C -0.546 -2.872 -2.079
C -1.061 -6.085 4.758
C -5.650 1.286 2.349
C -4.945 1.463 3.556
C -0.013 2.660 -2.228
C 7.163 2.093 -1.503
C 5.144 1.944 -0.195
C 0.562 0.641 -5.540
C -0.053 2.953 -0.709
C -6.606 2.239 1.991
C 2.814 -3.422 -1.668
C -0.903 -4.422 3.036
C -2.878 -4.588 4.309
C -0.501 4.426 -0.537
C -1.471 1.803 5.597
C 3.367 0.242 -2.995
C -6.224 3.488 3.997
C -2.167 -3.897 -0.868
C -6.896 3.332 2.793
C -3.865 0.530 3.987
C 1.397 2.848 -0.170
C -2.199 -3.928 3.271
C 2.840 2.076 -4.523
C -5.265 2.557 4.362
C 4.081 -3.865 -2.026
C -0.678 -3.849 -3.090
C 1.520 -0.021 -4.572
C -0.347 -5.467 3.749
C 5.131 -3.223 -1.392
C -4.203 -0.880 -1.300
C 7.590 0.884 -0.959
C -4.154 2.192 -0.595
C 5.932 2.617 -1.115
C 3.699 -1.877 -0.230
C -2.300 -4.840 -1.863
H 6.161 -3.502 -1.606
H -3.103 3.583 3.270
H -1.335 3.758 3.075
H -5.194 -0.558 -1.624
H -5.148 2.086 -1.035
H 1.042 0.827 -6.503
H -1.011 2.814 -2.648
H -5.301 -0.812 1.987
H 7.103 -0.739 0.378
H 4.379 0.008 -3.338
H -0.272 -0.038 -5.690
H 0.185 -2.077 -2.198
H 8.545 0.470 -1.265
H 5.594 3.559 -1.535
H 3.437 1.016 -2.228
H 4.194 2.355 0.123
H -4.170 2.982 0.156
H -2.752 -3.913 0.044
H 2.052 3.584 -0.656
H -2.268 3.102 1.737
H -3.414 2.454 -1.350
H -3.955 -0.469 3.566
H -4.730 2.679 5.299
H 3.926 2.180 -4.589
H 0.566 -2.959 -4.434
H 1.833 1.859 -0.340
H 0.197 1.588 -5.142
H 1.412 3.028 0.908
H 0.251 1.607 -2.378
H -0.487 2.262 5.693
H -6.441 4.330 4.644
H -7.644 4.052 2.481
H 0.141 5.138 -1.072
H -6.185 0.035 0.704
H 2.422 2.279 -5.505
H 4.230 -4.654 -2.749
H -0.201 -4.410 -4.955
H 2.933 -0.643 -2.549
H 1.933 -3.873 -2.115
H 2.466 2.817 -3.815
H 0.696 3.296 -2.770
H -4.241 -1.916 -0.967
H -2.234 2.519 5.909
H -3.865 0.436 5.075
H -1.514 0.929 6.247
H -0.499 4.679 0.526
H -7.138 2.107 1.055
H -3.026 -5.641 -1.771
H -3.504 -0.806 -2.134
H -1.527 4.524 -0.902
H 7.782 3.753 -2.488
H 8.931 2.565 -2.384
*
```



Density functional theory data (wB97M-V/def2-TZVPD) for the molecule C2H4N2O2.

Energy above the lowest of the compared OMol25 structures with the same formula, charge and spin: 524.2 kJ/mol
Orbital gap: 11.18 eV
Lowest unoccupied orbital energy: 0.79 eV

Structure (ORCA input):
```
! RIJCOSX wB97M-V def2-TZVPD def2/J DEFGRID3
* xyz 0 1
O -0.793 0.673 0.330
O 0.133 -0.071 -1.479
N 0.423 -0.950 -0.246
N 1.099 0.053 1.814
C 0.440 -0.098 0.776
C -1.117 0.371 -0.984
H -1.801 -0.650 -0.979
H -1.365 1.382 -1.312
H 0.463 0.643 2.365
H 1.393 -1.552 -0.607
*
```



Density functional theory data (wB97M-V/def2-TZVPD) for a cluster of 4 separate species, C12H24O4 in total.

Energy above the lowest of the compared OMol25 structures with the same formula, charge and spin: 0.0 kJ/mol
Orbital gap: 9.82 eV
Lowest unoccupied orbital energy: 0.65 eV

Structure (ORCA input):
```
! RIJCOSX wB97M-V def2-TZVPD def2/J DEFGRID3
* xyz 0 1
O 0.376 -1.840 -0.906
O -4.084 -3.137 -0.246
O -3.035 2.083 -1.618
O 3.206 2.943 -0.307
C -2.214 0.953 0.289
C -3.456 -3.615 0.664
C -2.993 -0.295 -1.824
C -4.143 -4.001 1.945
C 4.104 3.727 -0.490
C 0.975 -1.442 1.360
C 4.193 4.520 -1.771
C 0.900 -1.098 -0.106
C 1.526 0.211 -0.523
C -1.974 -3.880 0.536
C 5.187 3.961 0.546
C -2.814 1.012 -1.105
H 1.071 -0.565 1.995
H -1.835 -4.954 0.357
H 0.917 1.052 -0.188
H 1.864 -2.066 1.510
H -1.317 1.581 0.229
H 5.092 4.956 0.977
H -1.994 -0.715 -1.974
H 4.556 5.529 -1.574
H -4.273 -5.087 1.974
H -3.537 -3.746 2.818
H 1.611 0.251 -1.608
H -3.595 -0.992 -1.241
H 2.520 0.344 -0.094
H -5.117 -3.526 1.995
H -1.900 -0.048 0.581
H -2.848 1.417 1.041
H 5.112 3.201 1.318
H -1.471 -3.707 1.490
H -3.465 -0.130 -2.790
H 0.131 -2.056 1.670
H -1.571 -3.323 -0.300
H 6.165 3.896 0.062
H 3.216 4.535 -2.247
H 4.913 4.049 -2.444
*
```



Density functional theory data (wB97M-V/def2-TZVPD) for a structure of composition C20H19F3N2O3S2.

Energy above the lowest of the compared OMol25 structures with the same formula, charge and spin: 818.6 kJ/mol
Orbital gap: 5.09 eV
Lowest unoccupied orbital energy: -2.73 eV

Structure (ORCA input):
```
! RIJCOSX wB97M-V def2-TZVPD def2/J DEFGRID3
* xyz 0 1
S 1.648 -2.470 -2.445
S -2.023 0.156 -3.624
F 1.985 0.045 -5.768
F 2.206 -2.059 -6.198
F 0.236 -1.145 -6.202
O -3.262 0.741 -3.304
O 0.793 2.061 -2.499
O -2.013 -1.081 -4.370
N -0.973 1.493 -4.000
N -1.389 0.119 1.962
C -2.519 2.183 2.424
C 1.438 -1.173 -5.612
C -2.413 -0.225 2.967
C 3.218 -0.214 2.974
C -0.512 -0.726 1.497
C -1.380 -1.883 -1.582
C 2.122 1.294 0.896
C 0.750 -1.726 -0.354
C 0.324 -0.272 -2.450
C 3.620 1.112 2.780
C 0.450 -0.472 0.377
C 1.407 -1.034 -1.605
C 3.079 1.857 1.730
C -1.444 1.531 1.535
C 1.677 0.001 1.156
C -0.546 -2.438 -0.675
C -3.248 1.055 3.154
C -0.998 -0.680 -2.249
C 2.241 -0.791 2.153
C 0.121 1.184 -3.097
H -3.350 1.282 4.217
H -0.456 2.003 1.634
H 3.371 2.885 1.560
H 1.646 1.877 0.090
H -4.241 0.917 2.718
H 4.386 1.537 3.435
H -3.006 -1.090 2.622
H 3.636 -0.817 3.783
H -1.912 -0.513 3.908
H -1.725 1.584 0.472
H 1.861 -1.797 2.355
H -0.830 -3.328 -0.100
H 1.427 -2.372 0.216
H -0.348 -1.708 1.975
H 2.348 -0.480 -1.269
H 0.141 0.359 -0.282
H -2.043 2.858 3.140
H -2.315 -2.409 -1.838
H -3.186 2.772 1.793
*
```



Density functional theory data (wB97M-V/def2-TZVPD) for the molecule C2H2N2O2S.

Energy above the lowest of the compared OMol25 structures with the same formula, charge and spin: 318.5 kJ/mol
Orbital gap: 11.04 eV
Lowest unoccupied orbital energy: -0.60 eV

Structure (ORCA input):
```
! RIJCOSX wB97M-V def2-TZVPD def2/J DEFGRID3
* xyz 0 1
S -2.027 -0.701 -1.019
O -3.014 -0.910 0.182
O -2.517 -0.145 -2.269
N 0.483 -0.734 -0.360
N -1.208 -3.382 -1.376
C -1.414 -2.262 -1.347
C -0.525 -0.011 -0.215
H -0.760 0.855 0.572
H 1.228 -0.447 0.275
*
```



Density functional theory data (wB97M-V/def2-TZVPD) for a structure of composition CH4InN2O7.

Energy above the lowest of the compared OMol25 structures with the same formula, charge and spin: 703.4 kJ/mol
Orbital gap: 3.91 eV
Lowest unoccupied orbital energy: -9.27 eV

Structure (ORCA input):
```
! RIJCOSX wB97M-V def2-TZVPD def2/J DEFGRID3
* xyz 1 1
In -1.061 0.039 -1.816
O -2.288 1.630 1.329
O -0.791 -1.348 -0.595
O 1.427 1.330 0.301
O 2.632 0.206 -0.997
O -0.176 1.534 1.184
O -1.346 0.416 -0.100
O 0.572 0.450 -1.415
N -1.278 1.167 0.830
N 1.537 0.641 -0.689
C 0.118 -1.017 0.493
H -0.240 -0.498 1.381
H 0.691 -1.891 0.802
H 0.898 -0.376 0.083
H -0.695 -2.283 -0.790
*
```



| no. | maximum force (hartree/bohr) |
| --- | --- |
| 1 | 0.1065 |
| 2 | 0.0709 |
| 3 | 0.0158 |
| 4 | 0.0349 |
| 5 | 0.0357 |
| 6 | 0.0077 |
| 7 | 0.1592 |
| 8 | 0.0144 |
| 9 | 0.1048 |
| 10 | 0.1168 |
| 11 | 0.2918 |